No. 1
The following is a quantum chemistry calculation of a molecular structure, C27H50AlF9NO9SSi2 at a distorted geometry, from OMol25.

```
100
Properties=species:S:1:pos:R:3
S 4.455 3.584 2.947
Si -4.170 -5.561 -5.024
Si -2.210 -3.340 -4.117
Al 2.706 2.137 2.395
F 5.779 -2.113 -3.515
F 4.824 4.388 1.572
F 2.033 -1.989 -5.341
F 4.387 -0.454 -5.728
F 5.096 0.153 -2.775
F 5.437 -2.308 -5.881
F 3.114 -2.301 -7.227
F 3.000 -0.018 -3.461
F 3.841 -2.990 -3.419
O 4.133 4.556 3.953
O -3.624 -4.176 -4.314
O 2.024 5.925 1.450
O 1.500 3.105 1.480
O 5.610 2.774 3.225
O -4.585 3.503 0.506
O 3.772 -0.105 -0.608
O -4.914 1.448 1.208
O 1.515 1.767 3.696
N 0.730 3.585 4.893
C -4.686 2.374 0.235
C -2.489 -1.779 -3.130
C -3.703 0.853 1.719
C 2.695 4.222 9.403
C 1.228 3.731 7.329
C 4.052 -0.644 -2.928
C 4.358 -1.711 -5.321
C 0.447 3.406 2.349
C -6.009 -5.763 -4.760
C -3.841 -5.522 -6.869
C 3.152 -2.478 -5.899
C -0.953 -4.391 -3.209
C 4.500 -1.870 -3.767
C 0.432 2.664 3.736
C -1.551 1.126 3.058
C 3.307 0.350 1.725
C 1.248 5.892 2.334
C -3.304 -7.054 -4.296
C -2.715 1.840 2.336
C 1.418 2.929 6.002
C 2.271 3.187 8.337
C 0.071 4.934 2.456
C -4.592 1.970 -1.229
C -1.497 -2.862 -5.783
C -0.906 2.034 4.145
C 2.706 -0.076 0.370
C 3.619 -1.154 -1.523
H 4.212 -2.026 -1.217
H 2.345 -1.110 0.488
H -6.359 -6.683 -5.235
H -2.880 -2.008 -2.136
H -4.274 -4.626 -7.318
H -3.724 -7.977 -4.702
H 4.399 0.386 1.619
H -4.279 -6.396 -7.354
H 3.181 2.847 7.829
H -0.409 3.037 1.759
H 1.879 0.554 0.017
H -2.317 2.446 1.511
H -3.235 0.223 0.949
H -4.724 2.880 -1.815
H -0.613 -2.235 -5.655
H -0.663 -5.258 -3.808
H 1.321 4.808 7.177
H 2.502 2.916 5.834
H -3.612 1.565 -1.496
H -3.203 2.564 2.995
H -6.561 -4.926 -5.193
H -3.199 -1.118 -3.633
H -1.361 -4.752 -2.262
H -6.248 -5.817 -3.696
H 3.242 -3.552 -5.732
H -4.028 0.174 2.515
H 3.068 -0.386 2.499
H -0.730 1.406 5.025
H -5.403 1.297 -1.524
H -1.205 -3.749 -6.350
H -0.787 0.816 2.337
H -1.940 0.228 3.556
H 2.552 -1.395 -1.618
H -3.417 -7.074 -3.210
H 3.024 5.164 8.956
H 3.561 3.820 9.948
H -2.236 -7.037 -4.527
H -1.548 -1.240 -3.009
H 1.343 6.662 3.145
H 0.252 3.442 7.736
H -0.493 5.112 3.377
H -1.621 2.798 4.458
H 1.334 4.345 4.588
H -0.630 5.146 1.639
H 1.043 1.929 6.214
H -2.232 -2.306 -6.370
H -0.053 -3.810 -2.996
H 1.884 2.313 8.877
H 1.901 4.345 10.147
H -2.768 -5.521 -7.074
```

Computed properties:
Lowest unoccupied orbital energy (eV): 1.72
Orbital gap (eV): 7.498
Charge: -1
2S+1: 1

---

No. 2
The following is a quantum chemistry calculation of a molecular structure, C27H50B2CaF4N8S3 at a distorted geometry, from OMol25.

```
95
Properties=species:S:1:pos:R:3
Ca -1.553 -0.138 0.533
S 0.563 1.125 1.897
S -1.254 1.952 -1.331
S 0.692 -1.725 -1.041
F -2.708 0.842 2.171
F -4.889 0.067 2.148
F -3.707 0.420 0.192
F -4.438 2.211 1.451
N 1.340 2.671 -0.803
N -0.094 4.264 -0.374
N -3.335 -2.402 -0.191
N 1.471 0.565 -2.281
N -1.251 -2.333 1.937
N 0.964 -1.013 -3.711
N 3.009 -0.157 2.139
N 2.556 0.582 0.127
C 3.202 -0.336 3.617
C 0.841 -2.363 -4.339
C -1.995 -1.971 3.151
C 2.069 0.190 4.491
C -0.966 6.460 0.312
C 1.062 -0.714 -2.376
C -1.774 -3.567 1.342
C 3.763 -0.082 0.072
C 1.169 4.738 -0.060
C 0.934 -2.212 -5.855
C 2.045 3.758 -0.333
C 1.575 1.095 -3.550
C 2.002 -3.237 -3.861
C 0.022 2.975 -0.811
C -0.505 -3.001 -4.010
C -2.769 -2.842 -1.462
C 3.397 -1.829 3.890
C -2.130 4.375 0.988
C -1.346 5.048 -0.132
C -3.193 -3.440 0.825
C 4.467 0.442 4.000
C 1.273 0.133 -4.434
C 0.150 -2.559 2.294
C 2.077 0.510 1.389
C 4.047 -0.540 1.298
C -2.162 5.168 -1.420
C -4.752 -2.094 -0.381
B 2.123 1.386 -1.133
B -4.016 0.919 1.514
H 0.241 -3.342 3.062
H -2.985 5.862 -1.246
H -1.740 -4.381 2.083
H 1.905 1.255 4.349
H -1.099 -3.846 0.531
H -2.401 3.360 0.717
H -2.570 4.212 -1.729
H -3.509 -4.420 0.430
H 2.537 -2.402 3.545
H 3.117 3.737 -0.250
H 3.177 1.765 -1.594
H 1.900 -1.817 -6.170
H -0.373 6.982 -0.441
H 3.508 -1.986 4.963
H 1.124 -0.316 4.321
H 0.575 -1.631 2.670
H -5.308 -2.990 -0.697
H 4.342 1.501 3.767
H -1.889 7.018 0.457
H -0.589 -3.184 -2.945
H 4.289 -2.223 3.402
H 2.371 0.016 5.525
H 1.965 -3.376 -2.783
H 5.352 0.076 3.481
H -1.538 4.352 1.905
H 2.955 -2.775 -4.128
H 4.640 0.344 5.072
H -1.713 -3.069 -1.348
H -3.872 -3.206 1.647
H -1.542 5.565 -2.227
H 0.139 -1.577 -6.250
H 1.238 0.174 -5.504
H -0.430 6.461 1.262
H -1.533 -1.094 3.604
H -0.584 -3.953 -4.539
H -1.981 -2.795 3.880
H 1.344 5.730 0.303
H 1.945 -4.214 -4.343
H -3.028 -1.715 2.922
H 0.819 -3.201 -6.297
H -1.326 -2.358 -4.331
H -3.292 -3.732 -1.850
H 1.858 2.120 -3.709
H -4.861 -1.328 -1.144
H -5.179 -1.711 0.544
H 4.317 -0.161 -0.846
H 0.719 -2.859 1.413
H 4.898 -1.092 1.648
H -2.857 -2.043 -2.199
H -3.052 4.925 1.177
```

Computed properties:
Lowest unoccupied orbital energy (eV): 0.56
Orbital gap (eV): 8.105
2S+1: 1
Relative energy (zero: lowest compared OMol25 entry of this formula, charge and spin) (kcal per mole): 0.0

---

No. 3
The following is a quantum chemistry calculation of 2 unconnected molecules or ions with the total composition C27H50BF2N2O9PSi at a distorted geometry, from OMol25.

```
93
Properties=species:S:1:pos:R:3
P -2.425 -6.379 -1.233
Si 0.765 3.864 3.522
F 3.151 1.673 -0.499
F 1.102 1.210 0.107
O 3.715 4.196 -1.603
O 0.534 5.661 -3.184
O -2.342 -7.711 -0.271
O -3.589 -5.662 -0.622
O 0.773 4.287 -1.309
O -1.217 -5.431 -0.618
O 3.074 3.046 -3.585
O -1.388 -6.946 -2.367
O 0.160 3.415 -3.264
N -2.167 -0.396 -3.158
N -2.141 3.066 -2.275
C -0.182 -7.634 -1.997
C -0.329 -9.139 -2.088
C 1.318 2.385 4.556
C -1.091 2.328 -1.553
C 0.288 2.320 -2.281
C 0.719 3.538 1.664
C 1.939 2.268 -0.216
C 3.103 6.453 -0.748
C -3.433 2.791 -1.596
C -3.808 -9.364 -1.329
C 1.428 2.995 -1.465
C -1.040 4.207 4.036
C 2.915 1.283 6.068
C 2.083 0.171 6.186
C -1.498 -4.077 -0.256
C 3.644 5.607 -1.905
C 0.887 0.145 5.471
C 0.522 1.230 4.687
C 2.082 3.124 1.045
C -0.858 -1.045 -3.273
C 0.507 4.590 -2.655
C -1.776 -3.953 1.232
C -3.515 -8.508 -0.107
C 1.785 5.409 3.971
C 2.527 2.359 5.273
C 0.666 1.068 -3.103
C 0.251 -0.293 -2.464
B 2.786 3.421 -2.281
H -3.745 1.747 -1.708
H 0.568 -7.318 -2.723
H 1.256 5.968 4.752
H 2.746 2.608 1.760
H 0.650 -9.623 -2.101
H -2.401 -4.767 1.599
H -4.803 -9.806 -1.256
H 2.773 5.078 4.322
H 3.850 1.309 6.631
H -3.090 -10.179 -1.414
H 0.250 -0.737 5.578
H 3.209 3.211 5.223
H -0.133 -0.209 -1.438
H 3.842 6.479 0.071
H 1.909 5.993 3.046
H -0.858 -9.541 -1.224
H -2.325 -3.682 -0.846
H -0.843 -3.996 1.797
H -4.374 -7.875 0.124
H -0.098 2.842 1.425
H -0.619 -3.479 -0.510
H -1.140 4.196 5.133
H -0.439 1.179 4.166
H 0.168 -7.337 -1.012
H 2.918 7.493 -1.057
H -3.746 -8.781 -2.251
H 3.767 2.372 -3.560
H -1.610 3.322 3.695
H 1.751 1.016 -3.260
H -0.886 -9.435 -2.978
H 4.684 5.939 -2.071
H -2.534 -0.484 -2.219
H 2.621 4.034 0.736
H -4.169 3.498 -2.006
H 0.236 1.115 -4.116
H -1.447 5.121 3.586
H -1.503 1.325 -1.390
H -3.350 -9.147 0.762
H -2.272 -3.007 1.458
H 1.132 -0.954 -2.399
H 0.440 4.501 1.193
H 2.397 -0.651 6.830
H 3.123 5.770 -2.860
H -2.022 4.066 -2.135
H -2.108 0.586 -3.415
H -3.320 3.089 -0.530
H -0.963 -2.018 -2.760
H -1.031 2.776 -0.539
H 2.170 6.070 -0.315
H -0.560 -1.247 -4.311
```

Computed properties:
Lowest unoccupied orbital energy (eV): -0.39
Orbital gap (eV): 8.722
SMILES: CCOB(O)[C@@]1(C(F)(F)CC[Si](C)(C)c2ccccc2)OC(=O)O[C@]1(CCCN)CNC.CCOP(=O)(OCC)OCC
2S+1: 1